Below is a structure of composition C64H70BHgN9P2S3 at a distorted geometry, with properties calculated with the ωB97M-V functional and the def2-TZVPD basis.

XYZ file:
```
150
Properties=species:S:1:pos:R:3:forces:R:3
Hg -0.0041 -0.1829 0.1787 0.267 0.345 -0.266
S 0.5111 1.6915 2.1651 -0.230 -0.480 0.021
S -0.3686 2.2493 -1.5065 -0.086 0.004 0.086
S 2.2009 -1.4256 -1.0932 -0.484 0.001 -0.131
P -1.3695 -2.2789 1.6246 -0.129 -0.413 0.226
P 1.2422 -1.7807 2.5151 0.447 -0.413 0.497
N -2.5505 0.5349 -0.0229 0.234 0.035 -0.067
N -0.3871 -2.1530 3.0502 0.061 0.093 -0.388
N 2.6407 3.7662 -0.3749 0.457 0.296 -0.465
N 2.0396 2.7769 0.2700 -0.344 0.647 0.653
N 3.1555 0.9999 -2.5885 0.568 0.001 -0.141
N -1.3335 -0.9026 -2.0401 0.175 0.130 0.247
N 2.1163 1.4654 -1.8895 -0.393 0.181 -1.121
N 3.3685 0.6369 0.0968 0.408 -1.009 0.086
N 4.2915 1.2598 0.8444 0.194 0.641 0.186
C 1.0674 4.3133 1.8030 0.306 0.425 -0.306
C -1.1076 -6.2486 -0.6404 -0.003 -0.065 -0.071
C 2.8590 5.9225 -2.2374 0.055 0.004 0.166
C 6.4597 1.4619 1.8727 0.082 0.207 0.154
C -3.2872 0.1024 -1.0595 -0.521 0.211 0.150
C 2.3495 -4.2052 3.5291 -0.025 -0.070 0.014
C 1.5903 -1.6049 5.3374 0.113 0.101 0.030
C -3.4411 -1.1115 -3.1926 0.459 0.089 0.344
C 4.8059 5.6099 -0.6900 -0.172 0.046 -0.032
C -2.9721 -3.5778 3.4911 -0.041 0.011 0.001
C -4.1361 -2.0633 2.0263 0.188 0.013 -0.003
C 3.3259 6.0093 -0.7780 0.197 0.074 -0.235
C 5.9913 2.9091 2.0362 0.086 -0.228 -0.027
C 5.5140 1.2107 -4.1592 -0.094 -0.112 -0.055
C 2.0686 -4.0360 1.1518 0.038 0.125 0.073
C -2.9583 -2.6673 2.4388 -0.017 0.254 -0.165
C 3.4811 -0.6834 -0.2612 -0.674 0.166 -0.144
C 6.7493 0.8382 3.2422 -0.076 0.025 -0.186
C 0.9347 1.8173 -2.4806 -0.156 0.063 0.701
C 3.0050 -6.0262 2.1035 0.020 -0.009 -0.117
C 2.1295 -1.0226 6.4709 -0.110 -0.119 0.040
C -1.4355 -2.0025 -4.1553 -0.213 0.032 -0.070
C -0.6708 -5.0762 1.4180 -0.121 -0.068 -0.087
C 3.0223 0.0308 6.3546 0.047 0.064 -0.050
C 0.1371 4.5817 2.9316 0.000 0.025 0.084
C 1.7218 5.3185 1.1410 -0.141 -0.534 0.103
C -0.7456 -1.5247 -3.0350 0.011 -0.096 -0.077
C 4.6747 -1.3684 0.0586 0.682 0.306 0.451
C -4.1571 -3.8567 4.1436 -0.021 -0.039 0.008
C 3.3863 0.4943 5.1020 0.058 0.022 0.161
C -2.6548 -0.6617 -2.1049 -0.193 -0.288 -0.518
C 2.8697 -0.1016 3.9647 0.007 -0.070 -0.064
C -4.4379 1.7219 0.8255 -0.203 -0.046 -0.097
C -0.6525 -6.2424 0.6682 -0.051 -0.025 0.137
C 3.0871 0.8733 -3.8826 -0.258 0.141 0.206
C -3.0965 1.3274 0.8689 0.010 -0.011 0.094
C -1.0000 -1.0662 3.8487 -0.170 0.192 0.333
C -4.8365 -0.8320 -3.2311 -0.366 0.192 0.171
C 4.5652 -1.1014 -4.0094 -0.005 0.180 -0.102
C -1.1306 -3.9029 0.8365 -0.016 0.206 -0.072
C 3.1607 7.4372 -0.2583 -0.032 -0.270 -0.053
C 7.7350 1.4379 1.0166 -0.161 0.004 0.068
C -5.3314 -3.2374 3.7407 -0.100 0.030 -0.014
C -5.4250 -0.0948 -2.2620 0.023 -0.225 -0.390
C 5.6466 -0.6762 0.7438 -0.571 -0.281 -0.309
C -0.4483 2.0767 -4.5597 -0.013 0.042 -0.033
C 2.5327 5.0004 0.0281 -0.192 -0.078 0.209
C 0.8309 1.7153 -3.8904 0.594 -0.354 -0.540
C -5.2306 1.2361 -0.1841 0.187 0.036 0.094
C 4.8879 -2.7884 -0.3471 0.029 -0.092 0.006
C 2.6049 -5.3004 0.9943 0.129 -0.161 0.038
C 1.9334 -3.4761 2.4198 0.170 0.300 -0.204
C 5.4026 0.6559 1.1504 -0.208 -0.089 -0.175
C 2.8688 -5.4783 3.3691 -0.029 -0.006 0.183
C -5.3227 -2.3494 2.6795 -0.180 -0.011 -0.015
C -4.6637 0.4120 -1.1704 0.485 -0.043 0.224
C 4.1985 0.2802 -6.0707 -0.008 0.032 0.254
C -1.6006 -5.0870 -1.2111 -0.050 -0.055 -0.093
C 1.2631 2.9744 1.3603 0.021 -0.270 -0.262
C -2.7928 -1.8110 -4.2240 0.231 0.022 0.134
C -1.6121 -3.9203 -0.4710 0.138 0.077 0.050
C 1.9662 -1.1518 4.0724 -0.019 -0.060 -0.236
C 4.3298 0.3162 -4.5480 0.303 -0.070 0.022
C 1.9126 1.2353 -4.5837 -0.497 0.239 0.419
B 2.3061 1.4860 -0.4306 -0.413 -0.300 0.280
H 4.0548 1.3378 5.0212 0.083 0.074 -0.044
H 2.9900 4.9085 -2.6074 0.007 -0.062 -0.088
H 5.1623 5.7094 0.3337 0.097 -0.034 0.105
H 1.5948 6.3403 1.4597 0.005 0.118 0.012
H 3.4222 -0.4140 -6.3849 -0.116 -0.048 -0.096
H -6.2552 -3.4530 4.2558 -0.090 -0.018 0.038
H 1.8361 -1.3778 7.4476 -0.027 -0.025 0.086
H 7.5149 1.7544 -0.0008 0.034 0.052 -0.127
H -0.2819 -7.1574 1.1064 0.049 -0.050 0.071
H 2.2756 -3.7825 4.5196 0.031 -0.039 0.026
H 3.7276 -1.7533 -4.2492 -0.100 -0.101 -0.002
H 6.5880 -1.1533 0.9723 0.062 -0.037 0.024
H 3.4227 0.5011 7.2391 0.037 0.040 0.112
H 5.4667 -1.5210 -4.4484 0.128 -0.064 -0.078
H 3.4409 6.6039 -2.8532 0.053 0.081 -0.086
H 2.7109 -5.7217 0.0064 -0.011 -0.047 -0.137
H 4.7544 -3.4411 0.5164 -0.021 -0.049 -0.017
H 5.4087 6.2523 -1.3279 0.054 0.088 -0.060
H 4.9275 4.5784 -1.0101 0.092 -0.084 -0.027
H -1.9742 -5.0891 -2.2260 -0.010 -0.009 -0.043
H -1.9975 -3.0042 -0.8983 -0.010 0.007 -0.094
H -4.8299 2.3879 1.5797 -0.026 -0.004 0.054
H 7.5304 1.4032 3.7437 0.109 0.059 0.084
H 6.4413 0.7994 -4.5502 0.110 -0.056 -0.067
H 3.1443 0.2739 2.9878 -0.029 0.046 -0.055
H 1.8501 1.1307 -5.6539 0.032 -0.030 -0.131
H -0.3127 -5.0810 2.4359 0.077 0.001 0.113
H 3.9779 1.2701 -6.4641 -0.037 0.090 -0.124
H -1.6569 -0.4270 3.2483 -0.034 0.064 -0.006
H 5.8156 3.3512 1.0596 -0.058 0.134 -0.060
H 0.3243 -1.6679 -2.9540 0.073 -0.021 0.042
H -0.8640 4.2463 2.6604 -0.065 -0.017 0.042
H -0.6872 3.1193 -4.3520 -0.115 0.023 -0.021
H -0.3791 1.9239 -5.6336 0.013 0.013 -0.069
H 6.7479 3.4920 2.5555 0.121 0.020 0.075
H 2.1285 7.7716 -0.3338 -0.123 0.086 0.026
H 3.1734 -6.0421 4.2384 0.065 -0.045 0.070
H 3.4345 -7.0101 1.9848 0.008 -0.094 -0.012
H 8.1742 0.4440 0.9847 0.079 -0.097 -0.047
H -5.4077 -1.2108 -4.0654 -0.099 -0.015 -0.075
H -2.0504 -4.0508 3.7979 0.059 -0.032 0.074
H -1.5974 -1.5063 4.6479 -0.031 0.090 -0.020
H 5.3844 2.2106 -4.5677 0.014 0.156 -0.010
H 5.8606 0.8447 3.8669 -0.071 -0.010 0.083
H 5.9022 -2.9217 -0.7194 0.052 -0.019 -0.008
H -6.2810 1.4848 -0.2474 -0.057 0.057 0.017
H 5.0625 2.9532 2.5980 -0.120 0.070 0.079
H -4.1172 -1.3668 1.1999 -0.051 0.101 -0.066
H -6.2390 -1.8748 2.3596 -0.078 0.026 -0.006
H 0.8445 -2.3823 5.4315 -0.011 -0.076 0.023
H 4.6783 -1.0742 -2.9296 0.013 -0.036 0.141
H -0.2463 -0.4186 4.2930 -0.123 -0.066 -0.073
H 5.1354 -0.0478 -6.5130 0.107 -0.063 -0.011
H -6.4789 0.1376 -2.3063 -0.097 0.003 -0.018
H -1.0836 -7.1628 -1.2161 0.002 -0.064 -0.013
H -4.1744 -4.5559 4.9662 0.028 -0.062 0.065
H 1.7505 -3.4776 0.2821 0.041 -0.032 0.043
H 7.0852 -0.1924 3.1453 0.048 -0.110 0.019
H 1.8069 6.1882 -2.3219 -0.116 0.030 -0.042
H -0.8983 -2.5130 -4.9391 0.044 -0.058 -0.056
H 0.1102 5.6415 3.1684 0.001 0.075 0.019
H 3.4893 7.5156 0.7760 0.010 0.076 0.131
H -2.4413 1.6687 1.6623 0.044 0.037 0.074
H -3.3720 -2.1793 -5.0579 -0.033 -0.024 -0.108
H 3.7747 8.1101 -0.8526 0.036 0.046 -0.054
H 8.4748 2.1155 1.4346 0.086 0.071 0.068
H 0.4324 4.0150 3.8125 -0.024 0.002 0.085
H -1.2655 1.4742 -4.1594 -0.033 0.026 0.030
H 5.5867 1.2802 -3.0776 0.062 0.036 0.097
H 4.1769 -3.0840 -1.1139 0.052 -0.072 -0.003
```
Forces are in eV/Å.

Output
- <S²>: 0.7676
- Electronic energy: -5029.08886 Eh
- Orbital gap (alpha / beta): 5.5 / 6.6 eV
- Highest occupied orbital energy (alpha / beta): -8.0 / -9.6 eV
- Multiplicity: 2
- Net charge: +1